Entry 1:
99
Properties=species:S:1:pos:R:3:forces:R:3 method="wB97M-V/def2-TZVPD" largest_force_ha_per_bohr=0.0402 smiles="C#C[C@@H]1[C@H](B(O)OC)OC(=O)[C@]1(CCN)OCCC.O=C1OCCO1.O=C1OCCO1.O=C1OCCO1.O=C1OCCO1.O=C1OCCO1.O=C1OCCO1" energy_ha=-2979.73810 lumo_ha=0.0059
C 3.801 -1.098 1.513 0.170 0.268 0.757
C 2.938 -0.569 0.878 -0.082 -0.007 -0.477
C 1.876 0.117 0.158 -0.759 0.684 0.812
C 1.101 -0.796 -0.763 0.144 -0.619 -0.875
B 0.397 -2.095 -0.170 -0.070 -0.549 -0.404
O 1.112 -3.158 0.322 -0.128 0.737 0.771
O -0.966 -2.136 -0.223 0.093 0.571 0.393
C -1.629 -2.044 1.064 -0.023 -0.893 -0.529
O 2.099 -1.061 -1.810 -0.229 0.288 0.037
C 2.671 0.146 -2.052 0.629 0.355 -0.433
O 3.272 0.394 -3.060 -0.279 -0.230 0.554
C 2.408 1.160 -0.861 0.589 -1.581 -1.195
C 1.379 2.165 -1.437 -0.200 -0.301 0.679
C 0.251 2.648 -0.508 0.085 0.661 -0.114
N 0.460 3.962 0.107 -0.273 -0.284 0.252
O 3.699 1.639 -0.596 -0.446 0.738 0.214
C 3.760 2.839 0.151 0.323 -0.091 0.359
C 3.439 2.683 1.635 0.343 0.602 -0.212
C 3.384 4.068 2.295 -0.122 -0.529 0.099
H 4.470 -1.330 2.308 0.196 -0.450 -0.254
H 1.212 0.470 0.955 -0.070 0.408 -0.279
H 0.317 -0.263 -1.300 -0.247 0.335 0.387
H 1.900 -2.797 0.764 0.395 -0.354 -0.369
H -0.905 -2.224 1.854 -0.076 0.203 0.216
H -2.121 -1.085 1.164 0.133 0.195 0.071
H -2.377 -2.827 1.100 -0.143 -0.027 0.060
H 1.930 3.012 -1.833 0.066 0.075 -0.125
H 0.915 1.691 -2.298 -0.039 -0.039 -0.156
H 0.011 1.934 0.277 0.088 -0.190 0.008
H -0.647 2.732 -1.115 -0.164 -0.032 0.015
H 1.429 4.163 0.293 -0.011 0.122 -0.085
H 0.041 4.696 -0.439 0.189 0.140 -0.101
H 4.798 3.161 0.091 0.100 0.031 -0.158
H 3.172 3.642 -0.299 -0.134 -0.087 -0.164
H 4.271 2.135 2.066 -0.159 -0.420 0.166
H 2.503 2.155 1.796 -0.057 -0.178 0.064
H 3.623 3.975 3.352 -0.002 0.141 0.125
H 2.385 4.491 2.210 0.007 0.239 -0.070
H 4.119 4.733 1.847 0.015 0.190 -0.016
O -0.281 0.462 2.937 0.072 -0.220 -0.139
C -0.044 1.444 3.569 0.012 0.130 0.072
O -0.330 2.692 3.169 0.000 -0.025 0.014
C -0.102 3.581 4.267 0.014 0.198 0.104
C 0.890 2.802 5.106 0.077 0.144 0.103
O 0.561 1.444 4.779 -0.015 0.011 -0.053
H 0.285 4.532 3.911 0.001 -0.077 -0.176
H -1.048 3.749 4.784 0.000 -0.042 0.002
H 1.924 2.991 4.814 -0.020 -0.018 -0.043
H 0.782 2.973 6.174 -0.062 -0.172 0.014
O 3.665 -4.562 4.782 0.091 -0.060 0.000
C 2.753 -3.817 4.644 -0.149 0.055 0.074
O 2.702 -2.822 3.722 0.135 -0.145 0.032
C 1.374 -2.298 3.696 -0.220 0.249 -0.102
C 0.863 -2.649 5.075 -0.073 0.054 0.029
O 1.619 -3.829 5.385 0.011 0.070 -0.047
H 1.390 -1.231 3.500 0.112 -0.025 -0.002
H 0.813 -2.799 2.904 0.037 -0.063 0.088
H 1.091 -1.878 5.813 0.043 -0.007 -0.008
H -0.202 -2.861 5.098 0.036 -0.172 0.031
O -2.463 -0.319 -6.103 -0.122 0.025 -0.002
C -1.343 -0.659 -5.906 0.069 -0.023 0.047
O -0.354 0.158 -5.469 0.016 -0.076 -0.019
C 0.778 -0.652 -5.123 0.157 0.010 0.050
C 0.548 -1.895 -5.954 0.162 -0.076 0.016
O -0.879 -1.920 -6.077 0.035 0.046 0.005
H 1.705 -0.140 -5.360 -0.083 0.139 -0.009
H 0.749 -0.855 -4.051 -0.001 -0.048 -0.015
H 0.987 -1.819 -6.950 -0.032 0.037 -0.008
H 0.905 -2.804 -5.477 -0.167 -0.052 0.019
O 2.728 -8.067 -3.173 -0.016 -0.086 -0.056
C 2.909 -7.063 -2.568 0.012 0.031 0.032
O 2.387 -5.857 -2.898 0.080 0.019 0.046
C 2.635 -4.949 -1.816 -0.023 0.125 -0.005
C 3.837 -5.576 -1.143 0.079 0.118 0.079
O 3.669 -6.963 -1.449 -0.028 0.068 -0.023
H 2.828 -3.948 -2.194 -0.032 -0.051 -0.138
H 1.761 -4.924 -1.168 -0.015 -0.049 0.017
H 4.782 -5.234 -1.569 -0.016 -0.005 -0.033
H 3.856 -5.421 -0.067 -0.033 -0.177 0.022
O -4.777 -0.661 1.497 0.019 0.008 0.109
C -4.842 -0.739 0.312 0.017 -0.025 -0.032
O -4.348 -1.766 -0.415 -0.115 0.058 -0.078
C -4.805 -1.618 -1.770 0.006 -0.032 -0.103
C -5.084 -0.133 -1.850 0.014 -0.146 -0.226
O -5.413 0.187 -0.488 -0.026 0.005 -0.057
H -4.042 -1.949 -2.468 0.118 -0.026 0.146
H -5.702 -2.225 -1.904 -0.011 0.023 0.048
H -4.214 0.447 -2.147 0.024 -0.006 0.009
H -5.912 0.114 -2.508 -0.068 0.085 0.108
O -5.123 2.640 -2.879 0.062 0.056 -0.096
C -5.859 3.160 -2.106 -0.014 -0.018 0.115
O -5.462 3.842 -1.007 -0.054 0.049 -0.047
C -6.605 4.494 -0.446 -0.065 0.102 0.111
C -7.746 3.645 -0.968 -0.144 0.008 0.122
O -7.209 3.137 -2.194 0.025 0.029 0.051
H -6.540 4.508 0.638 0.143 -0.098 -0.013
H -6.643 5.519 -0.818 -0.009 -0.016 -0.034
H -7.975 2.805 -0.311 0.054 -0.009 0.001
H -8.654 4.212 -1.156 0.026 -0.027 -0.173

=====

Entry 2:
81
Properties=species:S:1:pos:R:3:forces:R:3 method="wB97M-V/def2-TZVPD" largest_force_ha_per_bohr=0.0508 s2=0.764 multiplicity=2 energy_ha=-8749.60865 total_charge=+2 lumo_ha="-0.2556 / -0.3287"
N -5.459 -1.736 4.111 -0.028 -0.221 0.428
C -4.499 -0.979 4.645 -0.094 0.354 -0.526
C -4.074 0.221 4.059 -0.116 0.021 -0.572
C -4.642 0.614 2.819 -0.777 -0.644 0.705
C -5.675 -0.195 2.298 0.317 -0.207 0.525
C -6.062 -1.339 2.995 0.447 0.725 -0.395
C -4.147 1.734 2.029 -0.527 0.355 -0.774
Cu 0.148 0.788 -1.029 1.135 -1.495 1.331
P 3.325 0.125 -1.342 1.890 0.827 -1.534
C -4.446 1.853 0.698 -0.198 0.235 0.320
C -3.477 2.352 -0.244 0.017 0.299 0.166
C -3.479 1.852 -1.584 0.560 -0.010 0.233
C -2.257 1.747 -2.241 -0.383 -0.220 0.027
C -1.127 2.082 -1.464 -0.353 1.900 -1.755
C -1.226 3.122 -0.535 -0.268 0.317 0.765
C -2.416 3.170 0.189 0.834 -0.348 -0.960
Br 0.908 2.144 -2.722 -1.402 0.810 0.142
H -3.523 2.491 2.519 0.400 -0.743 -0.268
H -5.310 1.389 0.224 0.365 -0.445 0.373
H -3.273 0.792 4.537 -0.297 -0.055 -0.234
H -6.157 0.031 1.352 0.008 -0.017 0.262
H -4.040 -1.347 5.567 -0.184 0.150 -0.290
H -6.864 -1.944 2.585 0.062 -0.155 0.247
H -4.412 1.484 -2.022 0.452 0.089 0.102
H -2.501 3.743 1.104 0.038 0.142 -0.232
H -2.148 1.440 -3.285 -0.123 -0.247 0.529
H -0.426 3.843 -0.385 0.058 -0.438 0.230
P -0.330 -1.462 -0.710 -0.375 -1.294 -0.120
C 3.839 1.863 -0.936 -0.972 0.113 0.841
C 4.788 2.673 -1.813 0.413 0.157 -0.382
H 4.263 1.793 0.079 -0.236 -0.077 -0.183
H 2.882 2.408 -0.857 0.494 -0.137 0.212
H 5.043 3.617 -1.309 -0.196 -0.337 0.082
H 5.734 2.147 -1.983 -0.220 0.142 -0.113
H 4.340 2.963 -2.770 0.095 -0.172 0.216
C 3.295 -0.164 -3.185 -1.439 -0.521 0.459
C 4.390 0.348 -4.098 0.723 0.253 -0.308
H 2.319 0.239 -3.515 0.537 -0.415 0.135
H 3.234 -1.262 -3.270 -0.136 0.264 0.032
H 4.004 0.394 -5.124 0.011 -0.071 0.264
H 4.740 1.348 -3.841 -0.046 -0.327 -0.156
H 5.243 -0.337 -4.113 -0.079 0.206 0.036
C 4.676 -0.949 -0.711 -1.210 -0.859 0.813
C 6.093 -0.552 -1.066 0.450 0.430 -0.305
H 4.435 -1.964 -1.077 0.110 0.377 0.155
H 4.529 -0.972 0.384 0.207 -0.121 -0.312
H 6.777 -1.377 -0.825 -0.247 0.165 -0.016
H 6.193 -0.339 -2.136 0.106 -0.036 0.273
H 6.418 0.323 -0.494 -0.045 -0.130 -0.174
C 0.454 -2.870 0.230 -0.192 0.171 0.115
C 1.910 -3.148 -0.106 0.150 -0.198 -0.018
H -0.152 -3.763 -0.007 0.115 0.447 0.024
H 0.332 -2.697 1.308 0.008 -0.164 -0.321
H 2.152 -4.160 0.244 0.146 0.296 -0.121
H 2.110 -3.111 -1.186 -0.059 -0.062 0.208
H 2.589 -2.448 0.394 -0.106 -0.087 -0.050
C -0.474 -2.333 -2.336 0.208 0.001 0.220
C -1.550 -1.800 -3.267 -0.050 -0.060 -0.297
H -0.655 -3.395 -2.111 0.031 0.270 -0.088
H 0.524 -2.261 -2.796 -0.304 -0.088 0.001
H -1.622 -2.462 -4.138 -0.060 0.254 0.151
H -2.531 -1.779 -2.780 0.147 0.002 -0.170
H -1.320 -0.792 -3.626 -0.004 -0.099 0.033
C -2.051 -1.469 -0.004 -0.119 0.425 -0.248
C -2.242 -2.106 1.371 0.027 -0.129 0.224
H -2.703 -1.955 -0.745 0.173 0.132 0.248
H -2.348 -0.407 0.038 -0.088 -0.350 -0.021
H -3.292 -1.997 1.672 0.225 -0.028 -0.031
H -2.007 -3.181 1.366 -0.102 0.370 0.030
H -1.625 -1.620 2.142 -0.215 -0.168 -0.236
Br 0.522 -2.023 4.231 0.073 1.120 -0.464
C 0.496 -0.270 3.398 0.470 -0.366 -0.167
C 0.206 0.882 4.126 -0.016 0.126 -0.130
C 0.226 2.113 3.459 0.032 -0.442 -0.503
C 0.358 2.093 2.065 -0.201 0.085 0.569
N 0.588 0.980 1.359 0.851 0.116 0.084
C 0.819 -0.158 2.039 -0.572 0.220 0.421
H -0.010 0.802 5.186 0.089 0.110 -0.077
H 0.135 3.081 3.956 -0.134 -0.462 0.050
H 0.265 3.031 1.516 0.072 -0.360 0.098
H 1.248 -0.997 1.490 -0.371 0.332 0.173